70
Properties=species:S:1:pos:R:3:forces:R:3 method="wB97M-V/def2-TZVPD" spin_multiplicity=4 orbital_gap_ha="0.197 / 0.200" charge=-1 homo_ev="-3.2133 / -3.2911" lumo_energy_ev="2.14 / 2.14" s_squared=3.753
Er -0.92268 0.48727 -0.07361 -0.25 -2.98 -0.36
N -4.40578 1.17847 0.57709 -0.72 -0.32 -0.56
C -3.55608 1.89627 1.32889 0.27 -0.44 0.12
N -2.25558 1.79247 1.23159 -1.08 2.10 1.54
C -1.65138 2.64887 2.12649 -0.60 0.83 0.85
C -2.50268 3.39337 2.91299 0.93 -0.46 -0.48
S -4.12478 3.00367 2.51429 -0.07 0.17 0.10
C -0.19398 2.64867 2.12669 0.75 2.21 0.46
C 0.65732 3.39287 2.91349 -1.05 0.04 -1.01
S 2.27942 3.00287 2.51499 1.46 3.36 -0.94
C 1.71072 1.89597 1.32909 -0.28 0.23 -1.91
N 0.41022 1.79247 1.23159 2.70 5.16 -1.24
N 2.56042 1.17827 0.57729 0.61 -0.25 0.20
H -3.99138 0.38247 0.10459 0.06 -0.23 0.20
H -5.33888 1.01737 0.93289 0.31 0.02 -0.04
H -2.26998 4.12017 3.67629 0.04 -0.13 -0.09
H 0.42462 4.11947 3.67699 -0.04 -0.15 -0.07
H 3.49342 1.01687 0.93319 -0.20 0.08 -0.17
H 2.14602 0.38257 0.10449 0.03 0.00 0.19
Br -2.11568 -1.98423 5.71249 -0.02 0.04 -0.11
C -0.97098 -0.86603 4.67989 0.79 0.55 -0.08
C 0.09402 -0.29853 5.40849 -0.26 -0.21 0.11
C 1.02112 0.54297 4.79719 -0.40 -0.40 -0.57
C 0.89382 0.82757 3.44689 -0.78 -2.23 1.22
C -0.15968 0.26807 2.72029 -1.61 -2.43 2.57
C -1.12048 -0.59143 3.30959 0.16 0.25 0.39
C -2.22038 -1.13443 2.40629 -1.73 -1.53 1.04
O -3.10498 -1.90263 2.89119 1.62 1.49 -0.82
O -2.18068 -0.77073 1.18439 -0.41 -0.68 1.13
H 0.20402 -0.51483 6.46809 -0.17 -0.07 -0.18
H 1.83462 0.97077 5.37389 -0.02 0.00 0.05
H 1.60362 1.48017 2.94839 -1.00 -2.82 2.15
H -0.24558 0.50227 1.65819 -0.06 -1.25 3.72
N 1.07322 2.48317 -2.06951 2.96 5.13 -3.21
C 0.43042 1.84037 -1.42671 -2.05 -1.15 4.36
C -0.18238 -0.07913 -2.94821 -0.24 -0.48 -1.95
P 0.63072 -1.06613 -1.62701 -0.04 -0.03 -1.39
C 2.40342 -0.80003 -1.94661 0.69 -0.13 -0.36
C 3.34842 -1.81073 -1.71511 0.29 -0.03 0.05
C 4.71382 -1.58623 -1.92161 -0.35 0.09 0.10
C 5.16152 -0.33573 -2.33901 0.03 0.00 0.04
C 4.24592 0.69027 -2.54221 -0.24 -0.43 0.20
C 2.88122 0.46127 -2.34141 0.67 -0.29 -0.61
C 0.24862 -2.73953 -2.23041 -0.11 -0.73 0.02
C 0.84022 -3.31543 -3.36221 -0.11 -0.28 -0.02
C 0.46582 -4.59173 -3.79381 -0.03 0.27 0.17
C -0.51908 -5.30193 -3.11071 0.03 0.11 0.05
C -1.12748 -4.73923 -1.99301 0.19 0.23 -0.14
C -0.74448 -3.46913 -1.55541 0.03 -0.10 0.06
H 0.23742 -0.28713 -3.93721 0.14 -0.03 -0.06
H -0.08608 0.99257 -2.75141 -0.26 -1.22 -0.97
H -1.25318 -0.30473 -2.98181 0.50 -0.39 -0.04
H 3.03432 -2.79193 -1.36361 -0.06 0.13 -0.12
H 5.42622 -2.38723 -1.74481 -0.11 0.06 -0.01
H 6.22272 -0.15813 -2.49081 -0.08 -0.05 0.00
H 4.58992 1.67587 -2.84621 -0.12 -0.11 0.03
H 2.20132 1.29727 -2.48241 0.63 -0.72 -0.24
H 1.59862 -2.77793 -3.92711 -0.06 0.01 0.17
H 0.94042 -5.02753 -4.66891 -0.05 0.08 0.09
H -0.81538 -6.29013 -3.45211 0.05 0.10 0.03
H -1.90388 -5.28363 -1.46161 0.12 0.11 -0.04
H -1.24078 -3.04803 -0.68291 0.16 0.09 -0.15
C -2.92248 2.72877 -2.06101 0.12 0.16 0.03
O -2.18988 1.75447 -1.34081 -1.89 0.45 -1.80
H -3.99178 2.58017 -1.89211 -0.02 0.10 -0.05
H -2.69548 2.64237 -3.12641 -0.05 0.15 -0.01
H -2.63468 3.72207 -1.70871 0.03 -0.17 -0.02
H -2.47398 0.86797 -1.68471 -0.03 -0.03 -0.02
F -2.15708 -0.74713 -1.30801 -1.06 0.05 -0.56
H 0.24182 -0.67723 1.09089 1.31 -0.94 -1.04

---

21
Properties=species:S:1:pos:R:3:forces:R:3 method="wB97M-V/def2-TZVPD" orbital_gap_ha=0.219 charge=-1 homo_ev=-2.5452 lumo_energy_ev=3.40 smiles=CC#CNC(C)(C)C[O-]
C -3.53516 0.40026 0.69088 0.19 -0.77 0.39
C -2.13729 0.64728 0.35292 -1.02 0.70 0.03
C -1.06505 1.04418 0.00022 0.58 0.31 0.03
N 0.19258 1.33536 -0.34979 -0.37 1.19 0.42
C 1.11409 0.25652 -0.32904 1.63 -2.80 -1.62
C 1.01091 -0.65194 0.94231 -2.46 2.38 0.44
C 0.84598 -0.56637 -1.69867 -1.30 0.58 1.42
C 2.58166 0.82488 -0.39509 -1.87 1.45 -2.41
O 3.06887 1.51075 0.56347 0.23 1.69 3.09
H -4.19930 0.68240 -0.16714 0.26 -0.46 0.94
H -3.54247 -0.69792 0.93367 -0.79 0.88 -0.35
H -3.81136 0.93683 1.63517 0.03 -0.33 -0.90
H 0.61665 2.07230 0.19161 0.01 0.67 0.20
H -0.11622 -0.61358 1.25258 1.91 -0.08 -0.14
H 1.10784 -1.68015 0.64314 1.04 -0.49 0.46
H 1.62641 -0.11044 1.76987 -0.63 -1.57 -1.42
H 1.24248 -0.14560 -2.64658 -0.02 0.30 0.87
H -0.30898 -0.56405 -1.78219 1.78 -0.65 -0.11
H 1.30018 -1.55198 -1.56788 -0.46 -0.16 -0.20
H 2.50750 1.44724 -1.35255 -0.02 -0.25 -0.23
H 3.19136 0.02080 -0.64742 1.28 -2.58 -0.91

---

53
Properties=species:S:1:pos:R:3:forces:R:3 method="wB97M-V/def2-TZVPD" orbital_gap_ha=0.209 charge=-1 homo_ev=-3.4594 lumo_energy_ev=2.23
O -1.24247 -1.24575 -2.45989 -0.70 -0.59 -0.81
C -2.15426 -1.05136 -3.57904 0.26 0.60 0.20
C -2.89368 -2.35804 -3.33699 0.42 0.07 0.14
H -1.59268 -1.02088 -4.50820 -0.14 0.11 -0.04
H -2.74602 -0.14935 -3.43499 0.01 0.18 -0.04
C -1.84602 -2.56035 -2.20808 0.00 -0.37 0.25
H -2.79656 -3.04487 -4.17949 -0.20 -0.08 0.25
H -3.93043 -2.24885 -2.99163 0.33 -0.14 -0.13
C -0.82615 -3.66327 -2.45960 0.05 -0.04 0.07
H -0.50905 -3.66671 -3.52008 0.00 0.07 0.52
H -1.27938 -4.63729 -2.22790 0.05 0.14 -0.10
H 0.03591 -3.52840 -1.77922 -0.32 0.03 -0.45
C -2.40876 -2.58084 -0.80903 -0.24 -0.05 0.27
H -3.14910 -1.77845 -0.67443 0.36 -0.17 -0.02
H -1.59898 -2.47401 -0.08512 -0.12 0.29 -0.08
H -2.90168 -3.52795 -0.58163 -0.08 -0.17 -0.22
Pb 0.57155 0.51870 -1.44563 -0.78 -0.54 2.15
C -1.11819 1.14481 1.54301 -0.15 0.34 -0.56
C -0.76559 2.24219 0.71684 -0.24 -0.25 0.21
C -1.58598 2.18917 -0.46318 0.24 -0.75 -0.12
H -0.03386 3.02069 0.95609 -0.35 -0.32 -0.12
C -2.40766 1.01332 -0.36122 0.37 0.07 0.58
C -2.08923 0.36356 0.86510 -0.23 0.72 -0.41
H -2.52287 -0.56988 1.23521 0.17 0.44 -0.15
H -0.74700 0.94527 2.54982 0.09 0.01 -0.51
H -1.64111 2.94755 -1.24922 0.01 -0.23 0.31
H -3.17679 0.70071 -1.07255 0.35 0.09 0.17
C 1.61324 -0.52883 1.54219 -0.03 -0.34 -0.18
C 0.60330 -1.50781 1.71134 0.61 -0.27 -0.60
C 0.78295 -2.50624 0.71018 0.64 0.57 0.00
H -0.18287 -1.52032 2.46352 0.23 0.10 -0.17
C 1.90628 -2.13520 -0.08995 -0.59 -0.09 0.23
C 2.41931 -0.90191 0.42568 -0.28 0.07 -0.02
H 3.31677 -0.37803 0.07810 -0.33 -0.25 0.18
H 1.77073 0.34578 2.17664 -0.11 -0.25 -0.33
H 0.17659 -3.40836 0.60122 0.27 0.28 0.00
H 2.31882 -2.72081 -0.91841 -0.10 0.28 0.31
O -1.37184 -2.36004 -6.27218 -0.26 -0.58 -1.81
C -2.22673 -3.37533 -6.84469 -0.38 -0.12 0.34
C -2.30206 -3.21994 -8.38440 0.27 0.04 0.39
H -3.23736 -3.27592 -6.39847 0.46 -0.02 -0.16
H -1.84230 -4.37435 -6.57835 -0.03 0.43 0.09
C -1.53823 -1.90971 -8.68773 -0.02 -0.37 0.33
H -3.35293 -3.17277 -8.70291 0.40 -0.10 -0.03
H -1.80031 -4.07201 -8.86848 -0.35 0.28 0.09
C -1.02464 -1.42049 -7.31710 -0.02 0.33 0.39
H -2.19441 -1.16346 -9.13496 0.07 -0.02 -0.01
H -0.71957 -2.10866 -9.38481 -0.08 0.15 0.14
H -1.50150 -0.45883 -7.07013 0.26 -0.17 0.01
H 0.06498 -1.29296 -7.29799 -0.25 0.02 0.00
O 2.13385 2.40044 -0.97715 0.14 0.10 -2.33
N 2.34357 2.64921 -2.20743 -0.32 -0.37 0.77
O 1.72441 1.89646 -3.03977 0.70 0.86 1.03

---

62
Properties=species:S:1:pos:R:3:forces:R:3 method="wB97M-V/def2-TZVPD" orbital_gap_ha=0.231 charge=+1 homo_ev=-8.9623 lumo_energy_ev=-2.68
Sr -0.17441 -0.64651 -0.19694 0.00 -0.86 -0.43
C 4.54860 -1.39578 0.44204 -0.12 -0.10 0.01
C 3.15103 -1.52663 0.45292 0.00 -0.02 -0.03
N 2.32376 -0.51918 0.29208 0.34 0.65 0.02
C 2.83822 0.75264 0.10280 -0.70 -0.34 0.04
C 4.22330 0.96102 0.03327 0.35 0.06 -0.01
C 5.06668 -0.15686 0.22430 0.22 0.14 -0.02
C 4.74593 2.25132 -0.23823 0.00 -0.25 0.05
C 3.87334 3.27048 -0.44814 -0.36 0.18 -0.03
C 2.47259 3.08100 -0.36174 0.27 0.28 0.00
C 1.90981 1.86122 -0.06059 -0.35 -0.44 0.17
N 0.55253 1.56438 0.01043 0.31 0.93 0.01
C -0.42985 2.52441 0.18032 0.14 -0.44 -0.23
C -0.29862 3.72542 0.84860 -0.22 0.39 0.14
C -1.37782 4.63103 0.99386 0.42 -0.06 0.10
C -2.60956 4.37549 0.47663 -0.13 -0.25 -0.15
C -2.81244 3.14492 -0.20116 -0.27 0.28 0.09
C -4.05976 2.80651 -0.77899 -0.09 0.19 0.05
C -4.23192 1.62040 -1.42489 0.10 -0.15 -0.05
C -3.13970 0.73358 -1.46913 -0.08 -0.03 0.04
N -1.96992 0.99740 -0.93836 0.05 0.73 0.11
C -1.76308 2.22016 -0.32489 0.36 -0.63 -0.20
H 5.17741 -2.26330 0.58318 -0.01 0.01 0.01
H 2.70344 -2.50795 0.58426 -0.01 0.00 0.00
H 6.14043 -0.01029 0.18792 -0.03 0.02 -0.01
H 5.81682 2.39450 -0.29305 -0.01 -0.01 0.01
H 4.24806 4.25881 -0.68483 -0.03 -0.01 0.00
H 1.82173 3.92365 -0.54888 0.06 0.02 -0.03
H 0.66007 3.98304 1.27711 -0.04 0.02 0.02
H -1.20749 5.56131 1.52273 0.05 -0.03 0.00
H -3.42322 5.08352 0.56719 0.00 -0.03 -0.02
H -4.87564 3.51858 -0.71271 0.04 -0.01 0.02
H -5.16860 1.35318 -1.89584 0.03 0.02 0.02
H -3.24450 -0.23262 -1.95600 0.00 0.01 -0.01
C -1.86237 -4.73191 3.48244 -0.10 -0.06 -0.07
C -2.12852 -5.03320 2.04075 0.14 0.23 0.09
C -2.93636 -6.00965 1.56123 -0.07 -0.10 0.13
C -3.05337 -6.13224 0.16124 -0.18 -0.10 -0.43
N -2.42256 -5.34820 -0.69863 0.16 0.23 0.24
C -1.60294 -4.38363 -0.22330 0.11 -0.29 -0.55
S -0.66119 -3.39336 -1.24912 -0.45 -0.51 0.25
N -1.48819 -4.26486 1.12531 0.30 0.65 0.53
C -3.93666 -7.19957 -0.40905 0.05 0.07 0.09
H -2.63824 -5.17257 4.10350 0.04 -0.02 0.02
H -1.83673 -3.65638 3.66695 -0.02 -0.01 -0.07
H -0.89907 -5.14646 3.78483 -0.01 -0.02 -0.03
H -3.47255 -6.66274 2.23492 0.00 -0.01 -0.06
H -0.91960 -3.49293 1.46731 -0.14 -0.21 -0.14
H -4.92977 -7.14965 0.04124 0.02 -0.01 -0.01
H -3.51968 -8.17893 -0.16366 -0.02 0.00 -0.03
H -4.01230 -7.09812 -1.48723 0.03 0.01 0.01
C -4.27228 -1.77775 0.71114 -0.06 0.06 0.07
N -3.97520 -0.78796 1.73555 0.00 0.07 0.08
C -2.72258 -0.41753 2.05000 0.45 -0.09 -0.43
N -2.54221 0.61499 2.89364 -0.13 0.10 0.19
O -1.72407 -1.00500 1.56515 -0.43 -0.16 0.48
H -4.60219 -2.72121 1.14654 0.02 -0.02 0.02
H -3.38051 -1.94900 0.11613 0.05 -0.05 0.00
H -5.05228 -1.40014 0.05262 -0.03 0.01 0.03
H -4.73556 -0.27461 2.14884 -0.03 -0.05 -0.06
H -3.29720 1.21474 3.17848 0.02 0.01 -0.04
H -1.60236 0.95842 3.00460 -0.04 -0.01 0.00

---

13
Properties=species:S:1:pos:R:3:forces:R:3 method="wB97M-V/def2-TZVPD" orbital_gap_ha=0.365 charge=0 homo_ev=-9.4311 lumo_energy_ev=0.51 smiles="C=CC(F)C=C"
C -2.14622 -0.18903 0.00227 -0.61 4.42 0.50
C -1.02206 0.50391 -0.54499 -5.39 -4.25 6.71
C 0.06468 0.38649 0.45078 0.59 4.93 0.06
F 0.95501 1.49418 0.02420 -1.92 1.49 1.18
C 0.83012 -0.71829 0.07708 3.92 0.46 0.45
C 2.11196 -0.37995 -0.16455 -0.19 -2.11 -1.04
H -3.28522 0.08852 -0.32290 2.97 -1.54 0.22
H -2.06715 -0.31077 1.19098 -0.34 -0.13 -2.83
H -0.84446 0.73093 -1.50371 0.58 1.22 -3.26
H -0.03863 0.62279 1.58113 -0.65 -0.61 -2.03
H 0.34518 -1.62659 -0.05406 -0.24 -1.78 -0.06
H 2.50854 0.67445 -0.22071 -0.07 -2.25 0.34
H 2.58825 -1.27665 -0.51552 1.36 0.15 -0.23

---

8
Properties=species:S:1:pos:R:3:forces:R:3 method="wB97M-V/def2-TZVPD" orbital_gap_ha="0.270 / 0.310" charge=-1 homo_ev="-3.4951 / -4.6057" lumo_energy_ev="3.84 / 3.84"
C -1.30976 -0.42320 -0.19796 0.97 1.83 0.41
O 1.49446 1.14883 -1.12107 0.15 0.16 -0.20
O 2.24964 -0.83801 0.13329 -0.33 0.52 0.11
O 1.42376 1.17590 1.33692 -0.04 -0.43 -0.35
F -1.70692 -1.65812 -0.58186 0.01 0.06 -0.26
F -1.79003 -0.21173 1.05226 -0.08 -0.48 1.03
S 1.45209 0.38614 0.10943 -1.25 -0.75 0.02
H -1.81323 0.42018 -0.73101 0.57 -0.92 -0.75